# 1
{
  "formula": "HO4PS",
  "method": "the ωB97M-V functional and the def2-TZVPD basis",
  "elements": ["O", "O", "O", "O", "P", "S", "H"],
  "coordinates": [[2.99389, 1.21617, -0.43882], [2.36632, -1.17354, -0.97584], [1.86673, -0.28559, 1.37187], [-0.04857, 0.91256, -0.61180], [2.29117, -0.04144, -0.04828], [-0.98779, 1.69540, 0.42797], [-0.15029, 2.15937, 1.27539]],
  "forces_ev_per_a": [[0.04, 0.08, 0.27], [-0.12, -1.35, -1.07], [0.42, 0.19, -0.46], [-0.30, 0.13, 0.21], [-0.60, 1.31, 1.41], [-0.90, -1.22, -1.98], [1.46, 0.86, 1.62]],
  "lowdin_charge": [-0.438, -0.420, -0.445, -0.937, 0.165, 0.348, -0.272],
  "e_above_lowest_ev": 0.1086,
  "gap_ev": 5.13,
  "lumo_energy_ev": 6.32,
  "charge": -2,
  "spin_multiplicity": 1
}


# 2
{
  "formula": "HO5S2",
  "method": "the ωB97M-V functional and the def2-TZVPD basis",
  "elements": ["O", "O", "O", "O", "O", "S", "S", "H"],
  "coordinates": [[-3.25300, 1.19707, -0.73794], [-2.92315, -0.86629, 0.49730], [4.27724, -0.28250, -1.17691], [-0.96628, 0.38980, 0.31490], [3.23610, 0.06944, 1.05343], [-2.41379, 0.01892, -0.56732], [3.06694, -0.25073, -0.35170], [-1.02406, -0.27570, 0.96824]],
  "forces_ev_per_a": [[0.19, 1.00, 0.27], [-0.74, -0.82, 0.27], [-1.66, 0.03, 1.04], [0.57, 2.07, -1.51], [-0.18, -0.35, -1.42], [0.26, -1.20, -0.41], [1.74, 0.34, 0.41], [-0.18, -1.07, 1.35]],
  "lowdin_charge": [-0.535, -0.569, -0.471, -0.390, -0.445, 0.552, 0.904, -0.045],
  "e_above_lowest_ev": 0.7282,
  "gap_ev": 4.97,
  "lumo_energy_ev": 1.08,
  "charge": -1,
  "spin_multiplicity": 1
}


# 3
{
  "formula": "HOS3",
  "method": "the ωB97M-V functional and the def2-TZVPD basis",
  "elements": ["O", "S", "S", "S", "H"],
  "coordinates": [[0.27519, -1.46583, -1.09951], [-0.78016, -0.35612, 1.38943], [0.72431, 1.24956, -1.82523], [0.89009, -0.25949, -0.55630], [-1.10942, 0.83188, 2.09162]],
  "forces_ev_per_a": [[0.08, -0.59, -0.20], [-0.29, 1.33, 0.53], [0.01, -0.49, 0.81], [-0.39, 0.92, -0.23], [0.58, -1.17, -0.91]],
  "lowdin_charge": [-0.724, 0.023, -0.059, 0.053, -0.293],
  "e_above_lowest_ev": 0.0000,
  "gap_ev": [7.28, 7.28],
  "lumo_energy_ev": [3.38, 3.38],
  "charge": -1,
  "spin_multiplicity": 1
}


# 4
{
  "formula": "HgI4",
  "method": "the ωB97M-V functional and the def2-TZVPD basis",
  "elements": ["Hg", "I", "I", "I", "I"],
  "coordinates": [[-0.02673, 0.06775, -0.37742], [-2.28900, 1.63385, -3.44476], [-1.74796, 0.91004, 3.24772], [3.89501, 1.27754, -0.41166], [0.16870, -3.88919, 0.98614]],
  "forces_ev_per_a": [[0.04, 0.00, 0.46], [0.39, -0.28, 0.50], [0.28, -0.09, -0.64], [-0.68, -0.19, -0.03], [-0.03, 0.57, -0.28]],
  "lowdin_charge": [0.560, -0.674, -0.605, -0.645, -0.635],
  "e_above_lowest_ev": 4.6377,
  "gap_ev": 3.40,
  "lumo_energy_ev": 0.52,
  "charge": -2,
  "spin_multiplicity": 1
}


# 5
{
  "formula": "I2O6V3",
  "method": "the ωB97M-V functional and the def2-TZVPD basis",
  "elements": ["O", "V", "O", "O", "V", "O", "O", "V", "O", "I", "I"],
  "coordinates": [[-10.83879, -19.30219, 10.06213], [-10.99681, -19.87801, 8.64388], [-12.45532, -20.01124, 8.14674], [-10.59109, -21.16772, 12.14842], [-11.24619, -21.10261, 13.54951], [-9.99308, -21.48683, 14.59010], [-16.02948, -22.19761, 11.94953], [-15.01133, -21.19892, 11.16389], [-13.53325, -21.12235, 11.90479], [-12.72381, -18.88967, 14.82728], [-12.56326, -23.53596, 14.69222]],
  "forces_ev_per_a": [[-1.14, 0.13, -0.37], [1.95, -0.43, -0.11], [-0.63, 0.30, 0.84], [0.14, 0.25, -2.12], [2.26, -1.80, 6.43], [-3.70, 1.54, -2.94], [2.82, 2.64, -2.07], [0.62, -2.49, 4.30], [-3.32, -0.15, -1.69], [0.73, -1.19, -1.20], [0.27, 1.23, -1.07]],
  "lowdin_charge": [-0.160, 1.294, -0.231, -0.445, 0.289, -0.438, -0.266, 1.151, -0.425, 0.041, 0.191],
  "e_above_lowest_ev": 1.8802,
  "gap_ev": 2.22,
  "lumo_energy_ev": -8.54,
  "charge": 1,
  "spin_multiplicity": 1
}


# 6
{
  "formula": "I2OS",
  "method": "the ωB97M-V functional and the def2-TZVPD basis",
  "elements": ["O", "S", "I", "I"],
  "coordinates": [[1.17653, 0.11689, -0.37192], [0.32133, 0.86454, 0.62970], [-4.96598, -0.12837, 0.05219], [-2.13871, 0.60823, -0.10205]],
  "forces_ev_per_a": [[-1.22, 1.10, 1.45], [1.40, -1.06, -1.43], [0.21, 0.08, -0.03], [-0.39, -0.12, 0.01]],
  "lowdin_spin": [0.646, 0.795, 0.523, 0.036],
  "s_squared": 2.078,
  "gap_ev": [7.87, 6.17],
  "lumo_energy_ev": [-1.44, -3.42],
  "spin_multiplicity": 3
}